(1)
Here is a structure of composition C31H35AsAuN6O3S from the Open Molecules 2025 dataset. Energies are from ωB97M-V/def2-TZVPD.

Atoms and positions in Å:
Au -1.0689 0.0235 2.4304
N -0.9384 -0.9245 6.5210
C -1.5547 -1.0841 5.3462
N -1.1396 -0.1493 4.5207
C -0.2257 0.5613 5.2382
N -0.1054 0.1106 6.4631
C 0.5823 1.5919 4.6293
C 1.5743 2.2826 5.3374
N 2.4171 3.0807 4.7220
C 2.3017 3.2100 3.4132
C 1.2789 2.5810 2.7072
N 0.4186 1.7916 3.3238
H -0.9911 -1.4806 7.3634
H -2.2749 -1.8421 5.1184
H 1.6790 2.1554 6.4020
H 3.0395 3.8298 2.9237
H 1.1736 2.7055 1.6418
C 3.1493 4.3958 -2.7651
C 2.4870 3.2372 -2.0939
C 3.0448 1.9659 -2.0889
C 2.3903 0.8905 -1.5076
C 3.0555 -0.4517 -1.4774
C 1.1204 1.0743 -0.9396
As 0.2560 -0.5937 -0.3212
N -1.3130 -0.1790 0.4120
C -2.5168 0.0903 -0.1476
C -2.6576 0.4548 -1.5048
C -3.8684 0.8756 -2.0047
C -4.9908 0.9330 -1.1867
C -4.8861 0.5407 0.1424
C -3.6819 0.1090 0.6517
C -0.3569 -1.7302 -1.9129
C -0.8666 -2.9800 -1.5432
C -1.0337 -3.3887 -0.1124
C -1.2866 -3.8622 -2.5333
C -1.2072 -3.5427 -3.8801
C -1.6720 -4.4965 -4.9365
C -0.6833 -2.3028 -4.2212
C -0.2369 -1.3941 -3.2662
C 0.3318 -0.0970 -3.7689
C 0.5961 2.3686 -0.8332
C -0.6913 2.7076 -0.1423
C 1.2861 3.4182 -1.4270
H 4.0791 4.1011 -3.2403
H 3.3628 5.1826 -2.0440
H 2.4904 4.8133 -3.5253
H 4.0083 1.8044 -2.5489
H 4.0723 -0.3818 -1.8581
H 2.5060 -1.1862 -2.0739
H 3.0797 -0.8094 -0.4455
H -1.7841 0.4257 -2.1401
H -3.9447 1.1777 -3.0384
H -5.9326 1.2812 -1.5817
H -5.7590 0.5772 0.7761
H -3.6015 -0.2070 1.6841
H -0.2749 -2.9406 0.5328
H -0.9825 -4.4690 -0.0077
H -2.0077 -3.0644 0.2573
H -1.6907 -4.8214 -2.2415
H -2.0061 -5.4319 -4.4970
H -0.8699 -4.7054 -5.6422
H -2.4998 -4.0637 -5.4959
H -0.6109 -2.0233 -5.2643
H -0.1035 0.1543 -4.7334
H 1.4094 -0.1843 -3.9118
H 0.1538 0.7284 -3.0811
H -0.8279 2.1058 0.7590
H -1.5474 2.5365 -0.8004
H -0.6928 3.7614 0.1346
H 0.8601 4.4095 -1.3756
C 2.8130 -2.5577 2.4598
S 1.5490 -1.3000 2.7161
O 0.2650 -1.9868 2.4664
O 1.6847 -0.8178 4.0694
O 1.7464 -0.2344 1.7116
H 2.9155 -3.0612 3.4105
H 3.7304 -2.0603 2.1857
H 2.4757 -3.2388 1.6903

The net charge is +1. The HOMO energy (spin up / spin down) is -10.9 / -10.7 eV. The value obtained for the energy above the lowest of the compared OMol25 structures with the same formula, charge and spin is 22.2 kcal/mol. The calculation puts the total energy at -4525.91595 hartree. Its expectation value of S² is 2.030. Its spin multiplicity is 3. The value obtained for the LUMO energy (spin up / spin down) is -2.2 / -5.4 eV.

Löwdin atomic charge list, values in e, 8 entries: atom 1 (Au): 0.95, atom 2 (N): 0.06, atom 3 (C): -0.10, atom 4 (N): -0.01, atom 5 (C): -0.33, atom 6 (N): 0.15, atom 7 (C): -0.22, atom 8 (C): -0.05

(2)
Here is a structure of composition C31H35AuI2N4O from the Open Molecules 2025 dataset. Energies are from ωB97M-V/def2-TZVPD.

Atoms and positions in Å:
Au 0.0797 1.3788 -1.2342
I -3.4250 4.2593 -7.2009
C -3.0086 3.3381 -5.3870
C -3.5473 2.0780 -5.1078
C -3.2468 1.4761 -3.9157
I -3.9521 -0.4198 -3.4313
C -2.3933 2.1158 -2.9280
O -2.1359 1.5512 -1.8376
C -1.8752 3.4294 -3.2539
C -1.1053 4.1811 -2.1980
N 0.1740 3.5384 -1.8134
C 1.2041 3.6529 -2.8676
C 2.4175 2.8353 -2.5207
C 3.7105 3.3042 -2.6684
C 4.7693 2.4557 -2.3738
C 4.5023 1.1672 -1.9378
C 3.1829 0.7797 -1.7885
N 2.1703 1.5967 -2.0773
C -2.1823 4.0026 -4.4521
H -4.1902 1.5866 -5.8247
H -1.7254 4.2454 -1.3024
H -0.9066 5.1953 -2.5530
H 0.5164 4.0031 -0.9757
H 1.4782 4.6957 -3.0425
H 0.7668 3.2580 -3.7882
H 3.8863 4.3162 -3.0075
H 5.7901 2.7979 -2.4785
H 5.2988 0.4738 -1.7097
H 2.9203 -0.2092 -1.4328
H -1.8076 4.9905 -4.6902
C 1.0568 0.8159 5.8819
C -0.1949 0.1784 5.2539
C -0.1810 -1.3249 5.5361
C -1.4560 0.7915 5.8841
C -0.1874 0.4792 3.7647
C -0.2338 1.7989 3.3118
C -0.2057 2.0571 1.9574
N -0.1400 1.0929 1.0435
C -0.1135 -0.1843 1.4395
C -0.1314 -0.5127 2.7880
C -0.0854 -1.1947 0.3555
C -0.1307 -2.5586 0.5839
C -0.1391 -3.4754 -0.4686
C -0.1271 -2.9445 -1.7576
C -0.0712 -1.5769 -1.9313
N -0.0351 -0.7267 -0.9065
C -0.1656 -4.9669 -0.1892
C -0.1478 -5.7958 -1.4755
C 1.0759 -5.3243 0.6464
C -1.4404 -5.3018 0.6021
H 1.0559 0.6272 6.9557
H 1.0794 1.8956 5.7323
H 1.9681 0.3869 5.4616
H -0.1845 -1.4911 6.6127
H 0.7181 -1.7979 5.1360
H -1.0662 -1.8143 5.1248
H -1.4658 0.5730 6.9519
H -2.3601 0.3693 5.4423
H -1.4844 1.8749 5.7673
H -0.2923 2.6283 4.0021
H -0.2441 3.0746 1.5864
H -0.1047 -1.5507 3.0786
H -0.1709 -2.9163 1.6022
H -0.1623 -3.5783 -2.6302
H -0.0517 -1.1458 -2.9245
H 0.7436 -5.5954 -2.0726
H -1.0370 -5.6178 -2.0830
H -0.1355 -6.8535 -1.2159
H 1.9912 -5.0814 0.1036
H 1.0779 -6.3946 0.8518
H 1.0884 -4.8006 1.6031
H -2.3324 -5.0185 0.0410
H -1.4628 -4.7980 1.5695
H -1.4802 -6.3759 0.7826

The net charge is +2. The HOMO energy (spin up / spin down) is -13.4 / -14.0 eV. The value obtained for the energy above the lowest of the compared OMol25 structures with the same formula, charge and spin is 11.1 kcal/mol. The calculation puts the total energy at -2227.11233 hartree. Its expectation value of S² is 2.032. Its spin multiplicity is 3. The value obtained for the LUMO energy (spin up / spin down) is -5.4 / -7.8 eV.

Löwdin atomic charge list, values in e, 8 entries: atom 1 (Au): 1.15, atom 2 (I): 1.05, atom 3 (C): -0.69, atom 4 (C): -0.20, atom 5 (C): -0.61, atom 6 (I): 1.02, atom 7 (C): -0.43, atom 8 (O): -0.13

(3)
Here is a structure of composition C31H35BClF4INO3S5SbV from the Open Molecules 2025 dataset. Energies are from ωB97M-V/def2-TZVPD.

Atoms and positions in Å:
V 0.1327 -0.0636 -0.0451
I 2.8262 0.7174 0.3624
C 3.3106 -1.1831 1.1004
C 4.6299 -1.4827 1.2880
C 4.9876 -2.7553 1.7847
C 4.0133 -3.6620 2.0796
C 2.6407 -3.3577 1.8887
C 1.6458 -4.3101 2.2023
C 0.3288 -3.9890 2.0222
C -0.0409 -2.7348 1.4972
C 0.8648 -1.7528 1.1301
C 2.2420 -2.0874 1.3694
H 5.3960 -0.7512 1.0662
H 6.0333 -2.9954 1.9378
H 4.2731 -4.6392 2.4740
H 1.9448 -5.2713 2.6077
H -0.4436 -4.7004 2.2962
H -1.1031 -2.5281 1.4146
C 3.5999 0.2412 -3.4127
S 3.1319 1.9892 -3.5001
C 1.5485 1.8313 -4.2223
C 0.3624 1.7638 -3.5520
S 0.0094 1.9205 -1.8810
S -1.0168 1.5759 -4.6333
C -0.2063 1.5569 -6.1498
S -0.9676 1.3934 -7.6179
S 1.4855 1.7401 -5.9686
H 4.5646 0.1839 -2.9085
H 3.6800 -0.1792 -4.4155
H 2.8601 -0.2974 -2.8255
C 2.3171 -3.4253 -3.9566
C 1.5572 -3.6585 -2.6473
C 2.4752 -4.2553 -1.5701
C 0.3391 -4.5621 -2.8712
C 1.0784 -2.3707 -2.1293
N 0.6911 -1.4204 -1.6206
H 2.6716 -4.3847 -4.3384
H 3.1772 -2.7751 -3.7955
H 1.6746 -2.9651 -4.7081
H 2.8506 -5.2203 -1.9186
H 1.9329 -4.3999 -0.6342
H 3.3223 -3.5987 -1.3655
H 0.6811 -5.5373 -3.2241
H -0.3372 -4.1363 -3.6127
H -0.2139 -4.6968 -1.9416
C -2.8297 -2.5813 -1.6122
Sb -2.5665 -0.6994 -0.5322
C -3.5806 0.4500 -2.0108
C -4.1859 -1.0498 0.7961
H -3.8852 -2.7746 -1.8160
H -2.4235 -3.4070 -1.0235
H -2.2904 -2.5317 -2.5613
H -4.5776 0.0414 -2.1841
H -3.0111 0.4268 -2.9381
H -3.6413 1.4761 -1.6533
H -5.0719 -1.3249 0.2207
H -4.3507 -0.1403 1.3664
H -3.9155 -1.8422 1.4909
F -2.1360 -0.7175 2.9581
B -1.8453 -0.4536 4.3168
F -0.4615 -0.4059 4.5191
F -2.4210 0.7919 4.6727
F -2.4140 -1.4708 5.1173
C 0.5891 5.0843 1.6635
C -0.4467 5.2720 0.5924
C -0.0882 5.8474 -0.6227
C -1.0132 5.9889 -1.6359
Cl -0.5086 6.6794 -3.1619
C -2.3197 5.5632 -1.4777
C -2.6866 4.9941 -0.2706
C -1.7663 4.8500 0.7609
O -2.2274 4.3408 1.9503
C -1.7040 3.0648 2.3802
C -1.6060 2.0464 1.2465
O -2.6268 1.8097 0.5880
O -0.4519 1.5328 1.0884
H 1.4270 5.7638 1.5052
H 0.9693 4.0595 1.6408
H 0.1701 5.2648 2.6543
H 0.9367 6.1552 -0.7871
H -3.0256 5.6507 -2.2925
H -3.6862 4.6141 -0.1102
H -2.4083 2.6781 3.1136
H -0.7293 3.1861 2.8502

The net charge is -2. The HOMO energy (spin up / spin down) is -2.0 / -2.9 eV. The value obtained for the energy above the lowest of the compared OMol25 structures with the same formula, charge and spin is 21.6 kcal/mol. The calculation puts the total energy at -5840.53465 hartree. Its expectation value of S² is 3.765. Its spin multiplicity is 4. The value obtained for the LUMO energy (spin up / spin down) is 3.6 / 3.6 eV.

Löwdin atomic charge list, values in e, 8 entries: atom 1 (V): 0.13, atom 2 (I): 1.16, atom 3 (C): -0.59, atom 4 (C): -0.18, atom 5 (C): -0.11, atom 6 (C): -0.06, atom 7 (C): -0.20, atom 8 (C): -0.08